DFT (ωB97M-V/def2-TZVPD) results for a cluster of 2 separate species, C2H5PS in total in a non-equilibrium geometry.

Results
* total energy: -22272.8396 eV
* spin multiplicity: 1
* relative energy (zero: lowest compared OMol25 entry of this formula, charge and spin): 5.0645 eV

The geometry in XYZ format:
```
9
C2H5PS ωB97M-V/def2-TZVPD
C -1.12 -0.91 -0.62
C 0.81 1.19 -0.50
P -3.53 -0.90 0.91
S -0.79 0.60 -1.01
H -0.37 -1.57 -0.08
H 1.38 0.54 0.26
H 0.92 2.21 -0.25
H 1.53 1.07 -1.33
H -3.50 -1.40 -0.51
```